Entry 1:
The following is a DFT calculation (the ωB97M-V functional and the def2-TZVPD basis) of a molecular structure, C12H20ClI2OP2Y in a non-equilibrium geometry.

```
! wB97M-V def2-TZVPD RIJCOSX def2/J DEFGRID3
* xyz 2 1
H 0.379 3.749 0.791
C 2.135 2.796 4.314
H 1.547 2.300 7.624
C 0.431 3.496 1.821
Cl -0.309 -1.955 1.497
C 0.412 1.136 4.629
H 3.096 2.943 1.499
Y 0.023 -0.092 0.214
H -2.942 -2.789 -1.946
P -1.037 -1.463 -1.753
I -2.518 1.084 0.590
C 0.541 1.285 5.994
H 0.863 -2.735 -2.492
C -0.090 -2.953 -1.990
H 2.785 3.415 3.666
C 2.251 2.940 5.684
H -1.622 -1.293 -4.016
H -0.538 3.545 2.288
H -0.092 0.682 6.673
C -2.664 -1.994 -1.257
H 0.133 -3.426 -1.021
C 1.227 1.897 3.777
C 0.255 1.580 -1.214
C 2.618 2.095 1.063
H -3.378 -1.160 -1.311
H 1.131 4.184 2.337
P 1.021 1.750 1.962
I 2.564 -0.820 -0.796
H -1.785 0.296 -3.194
H -2.651 -2.367 -0.221
C 1.449 2.180 6.533
H 2.978 3.654 6.104
H -0.318 0.422 4.206
C -1.162 -0.606 -3.298
O 0.401 2.431 -1.859
H 2.396 2.311 -0.003
H -0.167 -0.302 -3.660
H -0.711 -3.607 -2.600
H 3.250 1.218 1.138
*
```

Summary:
Highest occupied orbital energy (alpha / beta) (eV): -15.1 / -15.1

Atom charges from the Mulliken analysis, given in e for atoms 1 to 5: H 0.445; C -0.426; H 0.390; C -1.295; Cl -0.456

***

Entry 2:
The following is a DFT calculation (the ωB97M-V functional and the def2-TZVPD basis) of a molecular structure, C12H20ClKSb2 in a non-equilibrium geometry.

```
! wB97M-V def2-TZVPD RIJCOSX def2/J DEFGRID3
* xyz 0 1
H -1.804 -2.108 -2.681
H -4.159 -2.789 -1.633
H -5.015 -1.370 0.355
H 0.361 -0.713 3.740
Sb 0.411 -0.511 -3.607
C -3.568 -1.879 -1.245
Cl 2.681 -0.806 1.603
C -3.041 -0.539 0.785
C 1.054 0.043 4.084
C -0.731 0.241 1.197
H 0.348 -2.039 -1.399
H 4.190 1.878 5.028
H 0.306 0.184 0.953
C 1.820 1.092 -3.114
C 0.036 -0.970 -1.475
H 2.355 1.450 -3.986
C -2.294 -1.611 -1.726
H 3.102 1.999 3.542
H -2.199 0.064 -4.511
H -1.649 1.362 -3.404
C -1.670 -0.316 0.380
H -3.341 -0.114 1.740
C -3.943 -1.211 -0.059
H 1.405 1.954 -2.508
H 4.795 1.369 3.532
C 3.866 1.393 4.096
H -1.105 1.292 -5.187
H 0.729 -0.381 -0.925
H 0.732 0.373 5.106
H 2.698 0.720 -2.582
H 0.946 0.928 3.475
H -1.039 0.669 2.091
Sb 3.100 -0.646 4.128
K 3.341 1.180 -0.508
C -1.369 0.722 -4.266
C -1.347 -0.907 -1.018
*
```

Summary:
Highest occupied orbital energy (eV): -4.1

Atom charges from the natural (NBO) analysis, given in e for atoms 1 to 5: H 0.161; H 0.204; H 0.192; H 0.266; Sb 0.938

***

Entry 3:
The following is a DFT calculation (the ωB97M-V functional and the def2-TZVPD basis) of a molecular structure, C12H20CuSb2.

```
! wB97M-V def2-TZVPD RIJCOSX def2/J DEFGRID3
* xyz 1 1
C 4.685 1.759 1.558
H 5.231 1.721 0.622
C 0.237 2.278 3.237
H -0.773 2.672 3.142
H 2.707 -2.663 -1.584
H -0.546 -1.227 5.413
H 2.891 2.345 -0.619
C -0.748 -0.207 5.093
H 2.154 -1.567 -2.862
Sb 2.245 -0.239 -0.527
H 2.330 -0.566 4.632
H 4.337 3.692 4.302
H 2.063 1.911 -2.130
C 3.373 1.811 3.964
C 2.229 -0.361 3.566
Sb 0.148 0.159 3.223
Cu 0.124 -0.379 0.781
C 4.194 2.866 3.619
H 3.828 -1.463 -2.272
H 3.767 1.461 -1.889
H 2.878 1.822 4.930
H -1.822 -0.049 5.045
H 2.391 -1.300 3.040
H 0.683 2.634 4.164
H 0.840 2.626 2.400
H -0.298 0.497 5.790
H 5.504 3.658 2.105
C 3.858 0.683 1.894
H 4.728 -0.524 0.354
C 3.170 0.719 3.118
C 4.849 2.847 2.394
C 3.800 -0.469 0.925
H 3.668 -1.438 1.404
C 2.803 1.592 -1.399
C 2.795 -1.658 -1.988
*
```

Summary:
Highest occupied orbital energy (eV): -11.6

Atom charges from the natural (NBO) analysis, given in e for atoms 1 to 5: C -0.212; H 0.213; C -0.976; H 0.246; H 0.248

***

We obtain electronic energy values of -2320.50385 -2009.68383 -2589.96155 a.u. for the records listed above, in that order.